Entry 1:
This record from OMol25 describes a cluster of 2 separate species, C4H9NO in total in a non-equilibrium geometry. The level of theory is ωB97M-V/def2-TZVPD.

For the gap between HOMO and LUMO, the calculation gives 8.9 eV. Its LUMO energy is 0.02491 Ha. As for the structure (SMILES): C/C=C\N.C=O. As for the energy relative to the best compared isomer or geometry (same formula, charge and spin): 330.1 kJ/mol.

CARTESIAN COORDINATES (ANGSTROEM)
1 C 0.4493 -1.6554 -0.5807
2 C -0.0922 -0.3240 -0.9243
3 C 0.3224 0.8785 -0.3788
4 N 1.4165 0.9265 0.4963
5 H 1.2307 -1.9197 -1.2974
6 H 0.9085 -1.6603 0.4103
7 H -0.3264 -2.4196 -0.5595
8 H -0.8255 -0.2777 -1.7181
9 H 0.1774 1.7809 -0.9648
10 H 1.5623 1.8417 0.8974
11 H 1.3435 0.2405 1.2386
12 C -1.4223 0.6579 0.7502
13 O -1.0269 -0.2014 1.5815
14 H -1.4911 1.7310 1.0086
15 H -2.2260 0.4011 0.0408


Entry 2:
This record from OMol25 describes a cluster of 5 separate species, C29H44F3NO10P in total in a non-equilibrium geometry. The level of theory is ωB97M-V/def2-TZVPD.

The charge is +1. For the gap between HOMO and LUMO, the calculation gives 8.4 eV. Its LUMO energy is -0.12136 Ha.

CARTESIAN COORDINATES (ANGSTROEM)
1 C -0.6946 1.4816 1.7349
2 C -0.8871 1.9356 0.6134
3 C -1.2030 2.4230 -0.6992
4 C -2.1669 1.5127 -1.4844
5 C -2.3330 0.1075 -0.9085
6 C -1.2350 -0.8227 -1.2401
7 N -1.5558 -1.8834 -1.8814
8 C -0.4475 -2.8026 -2.1096
9 C -0.0567 -3.0818 -3.5358
10 F 0.7502 -2.1851 -4.0393
11 F 0.5416 -4.2471 -3.5768
12 F -1.1367 -3.1558 -4.2838
13 C 0.6072 -2.2836 -1.1297
14 P 0.7302 -3.2721 0.4222
15 O 0.5123 -2.3810 1.5777
16 C 0.2716 -0.7980 -0.9245
17 O 0.8812 0.0721 -1.8120
18 C 2.3200 0.0348 -1.7319
19 C 2.9431 1.0083 -0.7427
20 C 2.2638 2.3815 -0.6767
21 H -0.5598 1.0880 2.6950
22 H -1.6923 3.3808 -0.5684
23 H -0.3320 2.6312 -1.2941
24 H -3.1363 1.9610 -1.5727
25 H -1.7639 1.3927 -2.4827
26 H -2.5221 0.1031 0.1571
27 H -3.2298 -0.3106 -1.3476
28 H -2.4874 -2.1014 -2.2055
29 H -0.7770 -3.7719 -1.7373
30 H 1.5379 -2.4324 -1.6689
31 H -0.2822 -4.2546 0.3763
32 H 1.9850 -3.9090 0.4461
33 H 0.3322 -0.4886 0.1181
34 H 2.7131 -0.9571 -1.5233
35 H 2.6774 0.2986 -2.7096
36 H 3.0224 0.5909 0.2561
37 H 3.9499 1.1756 -1.0894
38 H 1.6498 2.5292 -1.5529
39 H 3.0064 3.1660 -0.6944
40 H 1.7150 2.4994 0.2440
41 O -5.2710 0.9671 -1.1800
42 C -5.8397 2.0251 -1.1449
43 O -5.2177 3.1607 -0.7794
44 C -6.1637 4.2507 -0.7232
45 C -7.3144 3.8171 -1.6196
46 C -7.2979 2.2991 -1.4436
47 H -6.4694 4.3853 0.3152
48 H -5.6791 5.1603 -1.0666
49 H -8.2602 4.2855 -1.3583
50 H -7.0905 4.0683 -2.6572
51 H -7.8941 1.9776 -0.5884
52 H -7.6141 1.7702 -2.3378
53 O 2.7701 -6.0236 2.2059
54 C 1.7525 -6.3248 2.7555
55 O 0.5741 -5.7137 2.4758
56 C -0.4602 -6.2002 3.3549
57 C 0.0361 -7.5581 3.8319
58 C 1.5522 -7.3582 3.8429
59 H -0.5786 -5.4882 4.1734
60 H -1.3964 -6.2638 2.8051
61 H -0.3810 -7.8520 4.7923
62 H -0.2268 -8.3253 3.1025
63 H 1.9055 -6.9421 4.7871
64 H 2.0952 -8.2692 3.6109
65 O 5.8024 2.1638 -3.2445
66 C 5.9927 0.9879 -3.2926
67 O 5.0108 0.0803 -3.0278
68 C 5.5553 -1.2529 -3.0547
69 C 6.8186 -1.1527 -3.8983
70 C 7.2907 0.2687 -3.5960
71 H 5.7653 -1.5614 -2.0274
72 H 4.8184 -1.9298 -3.4837
73 H 7.5501 -1.9235 -3.6661
74 H 6.5645 -1.2380 -4.9555
75 H 7.9263 0.3103 -2.7105
76 H 7.7957 0.7296 -4.4391
77 O -2.0915 5.3393 2.4282
78 C -1.5312 5.3702 3.4838
79 O -1.4342 6.4911 4.2351
80 C -0.6155 6.2444 5.3927
81 C -0.6628 4.7371 5.6006
82 C -0.8045 4.2275 4.1682
83 H 0.3941 6.6043 5.1843
84 H -1.0182 6.7984 6.2367
85 H 0.2057 4.3487 6.1289
86 H -1.5513 4.4707 6.1748
87 H 0.1633 4.0901 3.6834
88 H -1.3870 3.3130 4.1078


Entry 3:
This record from OMol25 describes a cluster of 5 separate species, C8H13Cl4N3 in total in a non-equilibrium geometry. The level of theory is ωB97M-V/def2-TZVPD.

For the gap between HOMO and LUMO, the calculation gives 10.7 eV. Its LUMO energy is 0.00110 Ha. As for the structure (SMILES): ClCCl.ClCCl.CC#N.CC#N.CC#N. As for the energy relative to the best compared isomer or geometry (same formula, charge and spin): 53.9 kJ/mol.

CARTESIAN COORDINATES (ANGSTROEM)
1 Cl 2.2070 -2.4600 -2.0152
2 C 2.5928 -2.0401 -3.6803
3 Cl 2.0882 -0.3493 -4.1042
4 H 3.6688 -1.9062 -3.5695
5 H 2.2496 -2.7525 -4.4304
6 Cl -0.5290 3.7417 2.4957
7 C 1.1745 3.6497 1.8397
8 Cl 2.1745 4.4064 3.0671
9 H 1.5317 2.6227 1.7631
10 H 1.2116 4.2180 0.9104
11 C -1.4131 3.6376 -1.3463
12 C -2.1115 4.9235 -1.5489
13 N -2.6782 5.8568 -1.6245
14 H -1.3305 3.1610 -2.3231
15 H -1.9840 3.0172 -0.6556
16 H -0.4047 3.8393 -0.9850
17 C -1.4641 -4.9704 1.6279
18 C -0.9820 -5.0092 3.0403
19 N -0.5803 -5.0221 4.1122
20 H -2.5298 -4.7435 1.5983
21 H -1.1977 -5.9326 1.1904
22 H -0.9729 -4.1047 1.1836
23 C -0.1976 -1.1051 0.7296
24 C 0.0123 0.2660 0.2969
25 N 0.1656 1.3483 -0.0907
26 H -1.2515 -1.2168 0.9841
27 H 0.4478 -1.2777 1.5909
28 H 0.1025 -1.7978 -0.0568


Entry 4:
This record from OMol25 describes a cluster of 2 separate species, C11H18 in total in a non-equilibrium geometry. The level of theory is ωB97M-V/def2-TZVPD.

For the gap between HOMO and LUMO, the calculation gives 9.8 eV. Its LUMO energy is 0.03128 Ha. As for the structure (SMILES): Cc1ccccc1.CC(C)C. As for the energy relative to the best compared isomer or geometry (same formula, charge and spin): 99.8 kJ/mol.

CARTESIAN COORDINATES (ANGSTROEM)
1 C 0.9774 -3.4865 -0.2607
2 C 1.2084 -2.3868 -1.3105
3 C 2.3845 -1.6591 -1.2471
4 C 2.6710 -0.6120 -2.1560
5 C 1.7893 -0.5280 -3.2160
6 C 0.7328 -1.4062 -3.4640
7 C 0.3697 -2.2525 -2.4229
8 H -0.0107 -3.3341 0.1699
9 H 1.7818 -3.3611 0.4565
10 H 1.0154 -4.4620 -0.7377
11 H 3.0465 -1.6958 -0.3864
12 H 3.6017 -0.0713 -2.2292
13 H 1.8358 0.3324 -3.8863
14 H 0.2330 -1.4568 -4.4196
15 H -0.6023 -2.7285 -2.4986
16 C -2.6618 2.8197 1.4993
17 C -1.5867 1.7928 1.7887
18 C -0.1841 2.1724 1.3623
19 C -1.6194 1.3702 3.2787
20 H -2.4242 3.8234 1.8777
21 H -3.6838 2.5625 1.7676
22 H -2.7049 3.0469 0.4215
23 H -1.8578 0.9172 1.1846
24 H 0.4007 1.2896 1.0928
25 H -0.1241 2.6749 0.3848
26 H 0.2907 2.8812 2.0408
27 H -0.8821 1.9281 3.8558
28 H -2.6174 1.5207 3.6855
29 H -1.3796 0.3089 3.3684


Entry 5:
This record from OMol25 describes a structure of composition C7H18INSi2 in a non-equilibrium geometry. The level of theory is ωB97M-V/def2-TZVPD.

For the gap between HOMO and LUMO, the calculation gives 9.0 eV. Its LUMO energy is 0.00646 Ha.

CARTESIAN COORDINATES (ANGSTROEM)
1 C 4.8261 1.7856 -0.7116
2 C 4.0467 2.4260 -1.3362
3 C 0.0324 2.4029 -0.1550
4 C 0.9717 1.4755 2.3996
5 C -0.5849 -3.0554 -1.2418
6 C -2.7474 -0.8052 -0.6809
7 C -0.2097 -0.1967 -2.5575
8 N 0.0532 -0.7366 0.4241
9 Si 0.2438 0.8295 0.8467
10 Si -0.8482 -1.2284 -1.0252
11 I 2.5515 -2.4659 1.6091
12 H 5.7358 1.2612 -0.3251
13 H 3.0843 2.6363 -1.6878
14 H -1.0461 2.7465 -0.1217
15 H 0.6033 3.2334 0.2064
16 H 0.0300 2.2042 -1.2217
17 H 0.3254 2.2824 2.7922
18 H 1.1536 0.6968 3.0872
19 H 1.9221 1.9940 2.1714
20 H -1.5480 -3.4695 -0.8857
21 H -0.4182 -3.3869 -2.3248
22 H 0.3204 -3.4393 -0.7929
23 H -3.3868 -1.2409 -1.3769
24 H -3.2009 -1.2188 0.1804
25 H -2.9766 0.2782 -0.7474
26 H 0.7839 -0.2473 -2.7829
27 H -0.7285 -0.5160 -3.3834
28 H -0.3017 0.8542 -2.3150
29 H 1.2311 -1.6884 1.0286


Entry 6:
This record from OMol25 describes a structure of composition C19H21NO10P3PdS in a non-equilibrium geometry. The level of theory is ωB97M-V/def2-TZVPD.

The charge is -1. For the gap between HOMO and LUMO (spin up / spin down), the calculation gives 5.8 / 5.9 eV. Its LUMO energy (spin up / spin down) is 0.00618 / 0.00941 Ha. As for the energy relative to the best compared isomer or geometry (same formula, charge and spin): 140.3 kJ/mol.

CARTESIAN COORDINATES (ANGSTROEM)
1 Pd -0.1596 0.6737 -0.5604
2 O -0.4967 -3.2576 -2.4267
3 P -0.4342 -1.7124 -1.9909
4 O -1.3745 -0.8906 -2.8019
5 O -0.4980 -1.6568 -0.4906
6 O 1.1131 -1.3367 -2.4518
7 P 1.8885 -0.0095 -1.9467
8 O 3.2867 -0.0980 -2.7030
9 O 1.1047 1.2295 -2.3561
10 O 2.0692 -0.0851 -0.4491
11 H -0.6906 -3.3228 -3.3699
12 H 3.2273 0.3151 -3.5754
13 N 0.2981 0.2198 1.7305
14 C 0.3297 1.3826 2.5756
15 C 1.0911 2.4926 2.2368
16 C 1.0606 3.6276 3.0325
17 C 0.2744 3.6759 4.1865
18 C -0.4612 2.5481 4.5289
19 C -0.4358 1.4100 3.7254
20 S 0.1864 5.1688 5.1692
21 O -0.7739 6.0140 4.4651
22 O 1.5442 5.6823 5.1448
23 O -0.2815 4.7054 6.4658
24 H -0.1200 -0.5882 2.1631
25 H 1.1887 -0.0028 1.3018
26 H 1.7124 2.4592 1.3511
27 H 1.6557 4.4965 2.7736
28 H -1.0491 2.5743 5.4394
29 H -1.0187 0.5324 3.9977
30 C -3.4498 0.9227 -1.2404
31 P -1.9688 1.9203 -1.0570
32 C -1.5704 2.6266 -2.6565
33 C -0.7502 3.7536 -2.7053
34 C -0.3604 4.2728 -3.9280
35 C -0.7766 3.6574 -5.1038
36 C -1.5739 2.5215 -5.0553
37 C -1.9646 1.9964 -3.8310
38 C -2.4091 3.2816 0.0148
39 C -2.2348 3.1550 1.3951
40 C -2.6179 4.1870 2.2378
41 C -3.1743 5.3407 1.7046
42 C -3.3714 5.4583 0.3336
43 C -2.9870 4.4339 -0.5203
44 H -4.2030 1.5309 -1.7416
45 H -3.8006 0.6521 -0.2448
46 H -3.2106 0.0220 -1.8055
47 H -0.4172 4.2265 -1.7884
48 H 0.2740 5.1495 -3.9624
49 H -0.4655 4.0579 -6.0610
50 H -1.8811 2.0306 -5.9704
51 H -2.5408 1.0809 -3.7929
52 H -1.7688 2.2714 1.8140
53 H -2.4312 4.1240 3.3016
54 H -3.4229 6.1616 2.3668
55 H -3.8026 6.3623 -0.0793
56 H -3.1200 4.5387 -1.5898


Entry 7:
This record from OMol25 describes the molecule C4H7N5 in a non-equilibrium geometry. The level of theory is ωB97M-V/def2-TZVPD.

For the gap between HOMO and LUMO, the calculation gives 9.3 eV. Its LUMO energy is 0.02011 Ha. As for the structure (SMILES): [H]/N=c1/ncnc(C)n1N. As for the energy relative to the best compared isomer or geometry (same formula, charge and spin): 398.5 kJ/mol.

CARTESIAN COORDINATES (ANGSTROEM)
1 H 0.0159 -3.0701 -0.8713
2 N 0.0573 -2.3764 -1.5804
3 C 0.0126 -1.1719 -1.4112
4 N 0.0099 -0.1945 -2.2894
5 C 0.2778 1.0375 -2.0008
6 N 0.3557 1.5481 -0.8022
7 C 0.1669 0.7886 0.2565
8 C 0.1708 1.5691 1.5506
9 N -0.1286 -0.5194 0.1122
10 N -0.2207 -1.3863 1.2366
11 H 0.5764 1.6683 -2.7944
12 H 1.1156 1.8586 1.8574
13 H -0.2929 0.9361 2.4975
14 H -0.5359 2.4677 1.3556
15 H -0.7712 -2.3051 0.9190
16 H -0.8095 -0.8504 1.9643


Entry 8:
This record from OMol25 describes a cluster of 4 separate species, C33H74ClN2O9P2S in total. The level of theory is ωB97M-V/def2-TZVPD.

The charge is -1. For the gap between HOMO and LUMO, the calculation gives 5.1 eV. Its LUMO energy is 0.07889 Ha.

CARTESIAN COORDINATES (ANGSTROEM)
1 C 3.6876 -2.7871 2.0818
2 P 2.4811 -1.3419 1.6165
3 C 1.3084 0.1141 1.0688
4 C 0.4074 -0.1098 -0.1614
5 C -1.0990 -0.2519 0.1425
6 C -1.8489 -1.2446 -0.7677
7 C -2.6588 -0.5417 -1.8554
8 C -3.3310 -1.4641 -2.8802
9 C -4.3118 -2.4900 -2.2778
10 C -5.7860 -2.2185 -2.6336
11 C -6.4747 -1.3581 -1.5606
12 C -7.4958 -0.3588 -2.1157
13 C -6.7994 0.8912 -2.6962
14 C -6.7862 2.1058 -1.7517
15 N -5.5734 2.1475 -0.9551
16 C -4.3901 2.6948 -1.3569
17 C -3.4621 2.4590 -0.3840
18 C -4.1065 1.7463 0.6495
19 C -5.4095 1.5820 0.2741
20 C 4.0039 -0.3576 0.8933
21 C 3.9901 -0.1732 -0.6273
22 C 5.3847 0.1040 -1.2431
23 C 5.5299 1.5007 -1.8654
24 S 5.6960 1.5231 -3.6478
25 O 4.7144 2.3990 -4.2181
26 O 5.8973 0.2097 -4.1756
27 Cl 7.5069 2.4834 -3.8766
28 P 0.7978 -2.5552 2.6870
29 N -0.1951 -1.2953 3.3747
30 O -0.2794 -2.9837 1.4578
31 H 3.1392 -3.6489 2.4691
32 H 4.1658 -3.1120 1.1503
33 H 4.4384 -2.4710 2.8075
34 H 2.6934 -0.6956 2.9508
35 H 2.2359 -2.0395 0.3218
36 H 1.9754 0.9512 0.8417
37 H 0.6925 0.4404 1.9092
38 H 0.5268 0.7587 -0.8236
39 H 0.7478 -0.9682 -0.7504
40 H -1.2045 -0.5773 1.1743
41 H -1.5776 0.7271 0.0335
42 H -1.1330 -1.9300 -1.2335
43 H -2.4991 -1.8676 -0.1487
44 H -1.9890 0.1410 -2.3897
45 H -3.4344 0.0673 -1.3738
46 H -3.8947 -0.8245 -3.5703
47 H -2.5724 -1.9681 -3.4852
48 H -4.2286 -2.4910 -1.1898
49 H -4.0458 -3.5001 -2.5996
50 H -6.3286 -3.1603 -2.7513
51 H -5.8409 -1.7075 -3.6009
52 H -6.9594 -2.0122 -0.8308
53 H -5.7039 -0.8007 -1.0211
54 H -8.1704 -0.0659 -1.3066
55 H -8.0977 -0.8295 -2.8976
56 H -5.7530 0.6454 -2.8918
57 H -7.2659 1.1803 -3.6408
58 H -6.8410 3.0309 -2.3267
59 H -7.6374 2.0768 -1.0696
60 H -4.2811 3.1820 -2.3127
61 H -2.4278 2.7647 -0.4283
62 H -3.6700 1.3916 1.5698
63 H -6.2027 1.0755 0.7992
64 H 4.9170 -0.8979 1.1689
65 H 4.0547 0.6198 1.3857
66 H 3.5426 -1.0460 -1.1057
67 H 3.3580 0.6928 -0.8487
68 H 5.6193 -0.6537 -1.9898
69 H 6.1496 0.0161 -0.4694
70 H 6.4165 2.0089 -1.4907
71 H 4.6764 2.1499 -1.6693
72 H -0.8607 -1.7228 4.0084
73 H 0.4084 -0.6935 3.9284
74 H 0.2699 -3.2965 0.7261
75 C 6.1053 -6.7681 6.4629
76 O 7.0317 -5.7052 6.5711
77 C 7.4562 -5.1947 5.3170
78 C 6.7035 -3.9449 4.9172
79 O 5.3354 -4.1997 4.6951
80 C 4.4812 -3.8073 5.7513
81 H 5.6690 -6.9205 7.4490
82 H 5.3083 -6.5365 5.7532
83 H 6.6054 -7.6931 6.1512
84 H 7.3391 -5.9556 4.5382
85 H 8.5217 -4.9590 5.4045
86 H 7.1242 -3.5714 3.9773
87 H 6.8367 -3.1679 5.6784
88 H 4.3591 -2.7189 5.7661
89 H 4.8573 -4.1442 6.7221
90 H 3.5086 -4.2566 5.5600
91 C 2.8054 2.9011 -6.6989
92 O 2.9530 2.9845 -8.1117
93 C 1.7608 2.7470 -8.8298
94 C 1.1102 4.0311 -9.2976
95 O 0.6596 4.8335 -8.2210
96 C 1.5509 5.8744 -7.8724
97 H 3.6943 3.3307 -6.2499
98 H 1.9244 3.4527 -6.3615
99 H 2.7229 1.8587 -6.3789
100 H 1.0533 2.1703 -8.2248
101 H 2.0180 2.1491 -9.7110
102 H 0.2359 3.7847 -9.9085
103 H 1.8136 4.5919 -9.9232
104 H 1.5144 6.6842 -8.6109
105 H 2.5780 5.5131 -7.7870
106 H 1.2314 6.2647 -6.9077
107 C -3.1229 1.2154 7.1839
108 O -2.6418 2.4558 6.7039
109 C -2.0643 2.3771 5.4090
110 C -3.0162 2.8384 4.3293
111 O -4.1483 1.9935 4.2202
112 C -5.3083 2.5025 4.8434
113 H -3.7469 1.4232 8.0522
114 H -3.7200 0.6958 6.4310
115 H -2.2953 0.5665 7.4912
116 H -1.7348 1.3549 5.1992
117 H -1.1828 3.0246 5.4020
118 H -2.4939 2.8131 3.3682
119 H -3.3272 3.8716 4.5170
120 H -5.7463 3.3134 4.2499
121 H -5.0980 2.8695 5.8515
122 H -6.0278 1.6870 4.9045


| no. | total energy (eV) |
| --- | --- |
| 1 | -7828.8989 |
| 2 | -70186.1038 |
| 3 | -63065.1624 |
| 4 | -11698.2453 |
| 5 | -32895.1225 |
| 6 | -84200.3885 |
| 7 | -11709.3480 |
| 8 | -98758.8319 |